{
  "formula": "C18H43ClN5O8",
  "method": "wB97M-V/def2-TZVPD",
  "species": ["Cl", "O", "O", "O", "O", "C", "C", "N", "C", "C", "C", "C", "H", "H", "H", "H", "H", "H", "H", "H", "H", "H", "H", "H", "H", "H", "H", "C", "O", "N", "C", "C", "H", "H", "H", "H", "H", "H", "H", "C", "O", "N", "C", "C", "H", "H", "H", "H", "H", "H", "H", "C", "O", "N", "C", "C", "H", "H", "H", "H", "H", "H", "H", "C", "O", "N", "C", "C", "H", "H", "H", "H", "H", "H", "H"],
  "positions_angstrom": [[-1.2038, -0.0614, 0.0014], [-2.0909, -0.3687, -1.0902], [-0.0580, 0.7367, -0.4323], [-1.8148, 0.8162, 0.9775], [-0.7269, -1.2754, 0.5996], [3.9416, 1.6045, -1.6216], [4.7052, 0.2987, -1.2710], [3.8109, -0.7304, -0.7303], [3.0198, -0.2783, 0.3970], [2.7032, -1.4081, 1.3739], [3.0507, -1.4669, -1.7378], [3.7947, -2.0061, -2.9277], [4.5017, 2.2185, -2.3236], [3.6909, 2.1644, -0.7170], [2.9377, 1.3576, -1.9729], [5.1608, -0.0585, -2.1947], [5.4970, 0.4075, -0.5287], [3.5744, 0.4619, 0.9839], [2.1200, 0.2736, 0.0977], [1.9256, -2.0587, 0.9592], [3.5527, -2.0449, 1.6226], [2.2690, -1.0456, 2.3091], [2.2943, -0.7922, -2.1757], [2.3786, -2.1874, -1.2740], [3.8357, -1.3556, -3.7991], [3.3336, -2.9550, -3.2178], [4.8158, -2.3843, -2.7788], [-3.5667, 1.7418, -3.6110], [-2.8059, 1.3332, -4.4543], [-4.8661, 2.0974, -3.7494], [-5.6781, 2.5527, -2.6371], [-5.6563, 1.7673, -4.9350], [-3.2535, 1.8341, -2.5556], [-5.1259, 2.5017, -1.6980], [-6.6413, 2.0512, -2.6388], [-5.8199, 3.6383, -2.7233], [-5.1197, 1.6564, -5.8738], [-6.2217, 0.8444, -4.7875], [-6.2887, 2.6540, -5.0376], [1.0682, 0.8427, 3.4694], [1.6326, 1.8168, 3.0084], [1.3409, 0.4158, 4.7173], [0.5561, -0.6589, 5.3169], [2.3204, 1.0261, 5.5843], [0.2651, 0.2716, 2.9871], [-0.2110, -0.9813, 4.6178], [0.0146, -0.2935, 6.1982], [1.2433, -1.4289, 5.6710], [3.0289, 1.6174, 5.0121], [1.7978, 1.7494, 6.2255], [2.7436, 0.2738, 6.2482], [-1.0434, 4.1529, 2.2832], [0.1309, 4.0946, 2.5552], [-2.0824, 3.6873, 3.0189], [-1.8915, 3.0786, 4.3228], [-3.3504, 3.4124, 2.3747], [-1.4094, 4.6080, 1.3493], [-0.8978, 3.2214, 4.7296], [-2.0302, 1.9983, 4.1703], [-2.7298, 3.3570, 4.9637], [-3.6043, 3.9865, 1.4842], [-3.3610, 2.3679, 2.0467], [-4.1656, 3.5994, 3.0790], [0.5127, -4.2101, -3.7438], [0.6762, -3.0145, -3.8467], [0.1742, -4.8609, -2.6150], [-0.4133, -6.1802, -2.5846], [0.1881, -4.1153, -1.3579], [0.3670, -4.8631, -4.6247], [-1.4410, -6.0896, -2.2270], [0.0862, -6.7622, -1.7984], [-0.1868, -6.7490, -3.4834], [-0.4673, -3.2474, -1.3666], [-0.0232, -4.8494, -0.5782], [1.1858, -3.8087, -1.0350]],
  "orbital_gap_ha": 0.2714,
  "fmax_ev_per_a": 3.22,
  "charge": -1,
  "homo_ev": -4.75,
  "e_lumo_ev": 2.64,
  "multiplicity": 1
}

***

{
  "formula": "C18H44Cl2O4OsP2",
  "method": "wB97M-V/def2-TZVPD",
  "species": ["Os", "Cl", "P", "C", "C", "C", "C", "H", "C", "H", "H", "H", "H", "H", "H", "H", "C", "C", "H", "H", "H", "H", "H", "H", "C", "H", "C", "H", "H", "H", "H", "H", "H", "H", "H", "P", "C", "C", "C", "C", "H", "C", "H", "H", "H", "H", "H", "H", "H", "C", "C", "H", "H", "H", "H", "H", "H", "C", "H", "C", "H", "H", "H", "H", "H", "H", "O", "Cl", "O", "O", "O"],
  "positions_angstrom": [[-0.0193, 0.0096, -0.2653], [-0.1277, 0.0812, -2.6634], [-0.3123, -2.2332, -0.2839], [0.6809, -3.1349, -1.5900], [-0.0824, -3.4151, 1.1459], [-2.0565, -2.5433, -0.8522], [2.0893, -2.5340, -1.7182], [0.0913, -2.8965, -2.4925], [0.7727, -4.6652, -1.4553], [1.5126, -4.9663, -0.6993], [1.1156, -5.0322, -2.4326], [-0.1808, -5.1629, -1.2456], [2.0559, -1.5577, -2.2202], [2.7282, -3.2144, -2.3020], [2.5572, -2.3992, -0.7286], [-2.0629, -2.0182, -1.8274], [-3.0886, -1.8755, 0.0726], [-2.3989, -4.0225, -1.1091], [-1.8847, -4.4172, -1.9935], [-3.4781, -4.0755, -1.3079], [-2.1874, -4.6695, -0.2436], [-2.6630, -1.0876, 0.7191], [-3.5884, -2.6193, 0.7131], [-3.8524, -1.3985, -0.5623], [1.3238, -3.2491, 1.7296], [-0.1537, -4.4090, 0.6817], [-1.1804, -3.3149, 2.2044], [2.1060, -3.6392, 1.0640], [1.3842, -3.8049, 2.6778], [1.5238, -2.1863, 1.9448], [-1.3271, -2.2718, 2.5173], [-0.8496, -3.8755, 3.0911], [-2.1323, -3.7547, 1.8776], [1.5331, -0.4830, 0.1505], [-1.5502, 0.4781, 0.2256], [0.3104, 2.2511, -0.2330], [-0.8148, 3.1916, -1.3917], [0.2373, 3.3543, 1.2621], [1.9796, 2.5729, -0.9810], [-2.2252, 2.5869, -1.3950], [-0.3201, 2.9952, -2.3593], [-0.9007, 4.7123, -1.1819], [-1.5561, 4.9734, -0.3384], [-1.3534, 5.1141, -2.0989], [0.0677, 5.2096, -1.0575], [-2.2258, 1.5923, -1.8604], [-2.9028, 3.2453, -1.9597], [-2.6178, 2.4926, -0.3685], [1.8693, 2.0949, -1.9740], [3.0973, 1.8500, -0.2064], [2.2979, 4.0628, -1.2041], [1.6772, 4.5052, -1.9927], [3.3418, 4.1219, -1.5398], [2.2057, 4.6635, -0.2856], [2.7252, 1.1232, 0.5380], [3.7492, 2.5740, 0.3077], [3.7122, 1.2873, -0.9269], [-1.1247, 3.2226, 1.9573], [0.3134, 4.3622, 0.8314], [1.4076, 3.1797, 2.2241], [-1.9087, 3.7970, 1.4452], [-1.0440, 3.6101, 2.9847], [-1.4359, 2.1689, 2.0344], [1.4884, 2.1415, 2.5775], [1.1950, 3.8016, 3.1071], [2.3693, 3.5052, 1.8071], [-0.0141, -1.2975, 4.3215], [0.0117, 0.0142, 3.7037], [-1.1465, 0.7969, 4.0407], [1.2359, 0.7211, 4.0322], [0.0080, -0.2376, 2.1330]],
  "orbital_gap_ha": [0.2974, 0.2395],
  "fmax_ev_per_a": 5.10,
  "homo_ev": [-7.63, -9.33],
  "e_lumo_ev": [0.46, -2.82],
  "multiplicity": 5
}

***

{
  "formula": "C18H44FNO6SSi",
  "method": "wB97M-V/def2-TZVPD",
  "species": ["O", "C", "F", "C", "Si", "N", "C", "S", "H", "H", "H", "H", "C", "C", "C", "O", "H", "H", "H", "H", "H", "H", "H", "H", "C", "C", "C", "O", "H", "H", "H", "H", "H", "H", "H", "H", "C", "C", "C", "O", "H", "H", "H", "H", "H", "H", "H", "H", "C", "C", "C", "O", "H", "H", "H", "H", "H", "H", "H", "H", "C", "C", "C", "O", "H", "H", "H", "H", "H", "H", "H", "H"],
  "positions_angstrom": [[0.3926, 3.7095, 0.0933], [1.0551, 3.0773, 1.1018], [0.3414, 2.8400, 2.3789], [2.6404, 2.6671, 0.8425], [3.6568, 3.7653, 2.1153], [3.1103, 3.1685, 3.7625], [3.7029, 1.9152, 3.9609], [4.5807, 0.4217, 3.8761], [2.9513, 2.9162, -0.2715], [2.7483, 1.5158, 1.0793], [3.4489, 5.1945, 1.9274], [5.0830, 3.3630, 2.0330], [-0.2885, -0.6319, 0.3594], [0.7655, -0.6498, -0.7362], [1.1304, -2.0719, -1.1311], [1.9331, 0.0279, -0.2793], [0.0784, -1.1294, 1.2643], [-0.5323, 0.3977, 0.6421], [-1.2056, -1.1322, 0.0331], [0.3942, -0.1081, -1.6130], [1.5476, -2.6204, -0.2791], [1.8988, -2.0693, -1.9117], [0.2559, -2.6153, -1.5021], [2.2698, -0.4461, 0.4991], [-4.7421, -1.4502, -2.7772], [-4.0875, -2.2372, -1.6530], [-5.1261, -2.9132, -0.7720], [-3.2957, -1.3573, -0.8593], [-5.3853, -0.6579, -2.3781], [-3.9832, -0.9591, -3.3956], [-5.3462, -2.1022, -3.4158], [-3.4153, -2.9922, -2.0751], [-5.7829, -2.1727, -0.3018], [-4.6410, -3.4657, 0.0399], [-5.7417, -3.6090, -1.3505], [-3.8843, -0.6834, -0.4804], [4.6318, -4.1003, 4.8206], [5.7552, -3.5734, 3.9419], [7.1162, -3.8300, 4.5690], [5.5827, -2.1725, 3.7444], [4.6315, -3.6025, 5.7968], [3.6578, -3.8978, 4.3626], [4.7271, -5.1791, 4.9786], [5.7075, -4.0515, 2.9574], [7.2039, -3.3226, 5.5363], [7.9143, -3.4345, 3.9315], [7.2860, -4.9007, 4.7195], [5.6236, -1.7398, 4.6133], [-0.0831, 1.4655, -4.2072], [0.1601, 0.7483, -5.5256], [1.5024, 1.1334, -6.1267], [-0.8801, 1.0791, -6.4420], [-0.0977, 2.5520, -4.3490], [-1.0580, 1.1882, -3.7923], [0.6922, 1.2191, -3.4749], [0.1249, -0.3351, -5.3671], [1.5440, 2.2081, -6.3365], [1.6583, 0.6190, -7.0811], [2.3252, 0.8770, -5.4520], [-0.8565, 2.0393, -6.5886], [-5.7655, 3.1178, -0.0539], [-5.1745, 2.1179, 0.9272], [-4.9555, 2.7460, 2.2943], [-3.9303, 1.6398, 0.4223], [-5.0915, 3.9696, -0.1991], [-5.9062, 2.6554, -1.0367], [-6.7315, 3.4927, 0.2984], [-5.8432, 1.2553, 1.0212], [-4.2529, 3.5845, 2.2323], [-4.5184, 2.0183, 2.9865], [-5.8972, 3.1097, 2.7170], [-3.3302, 2.3990, 0.3355]],
  "orbital_gap_ha": 0.3313,
  "fmax_ev_per_a": 9.73,
  "homo_ev": -9.68,
  "smiles": "O=C(F)C[SiH2]N=C=S.CC(C)O.CC(C)O.CC(C)O.CC(C)O.CC(C)O",
  "e_lumo_ev": -0.66,
  "multiplicity": 1
}

***

Q: Which formula does entry 1 have?
A: C18H43ClN5O8